The following is a quantum chemistry calculation of C48H108F4KN8O8S4 as an isolated structure in a non-equilibrium geometry, from OMol25.

Each line ends with the Löwdin charge.
Element x y z (Å)
1 K -6.158504 -2.130868 -3.536744  0.979
2 C -5.276638 -6.746921 9.553106  -0.069
3 C -5.937224 -7.040083 8.237072  -0.267
4 C -5.415123 -6.248538 7.127456  -0.142
5 N -6.078599 -6.361124 5.733497  -0.221
6 C -7.586042 -6.283776 5.740978  0.000
7 C -5.652124 -5.150489 4.787584  -0.040
8 C -4.331338 -5.692455 4.123427  -0.141
9 C -4.279071 -7.171480 4.431235  -0.175
10 C -5.591695 -7.602432 5.013533  -0.088
11 H -5.927327 -6.071424 10.108454  0.089
12 H -4.215696 -6.503999 9.493979  0.089
13 H -5.463789 -7.612842 10.188131  0.091
14 H -7.014961 -6.891889 8.305115  0.118
15 H -5.847188 -8.079599 7.921788  0.122
16 H -4.332399 -6.358740 7.067016  0.142
17 H -5.618694 -5.196281 7.325995  0.134
18 H -8.154806 -7.183958 5.974043  0.117
19 H -8.109460 -5.945888 4.846576  0.110
20 H -7.802425 -5.620191 6.578190  0.106
21 H -6.291375 -4.981779 3.920988  0.126
22 H -5.437818 -4.236792 5.341956  0.127
23 H -4.231242 -5.424122 3.071720  0.120
24 H -3.485031 -5.227457 4.629020  0.108
25 H -4.092657 -7.726731 3.511958  0.132
26 H -3.478525 -7.447155 5.117693  0.118
27 H -6.351567 -7.575753 4.232521  0.140
28 H -5.542307 -8.534689 5.576194  0.151
29 C 4.402021 1.405909 11.983631  -0.088
30 C 3.444843 1.035681 10.822314  -0.215
31 C 4.203529 1.042489 9.484027  -0.100
32 N 3.322201 0.938376 8.185633  -0.243
33 C 2.437915 2.193340 8.084207  0.049
34 C 2.447239 -0.284352 8.193488  -0.106
35 C 2.699293 -1.102452 6.910366  -0.131
36 C 4.129310 -0.701774 6.524651  -0.174
37 C 4.272394 0.684300 6.944785  -0.088
38 H 5.348703 0.867013 11.944945  0.081
39 H 3.828498 1.271326 12.900722  0.086
40 H 4.817042 2.399560 12.152490  0.082
41 H 2.620191 1.746608 10.873579  0.105
42 H 3.032450 0.060978 11.083065  0.113
43 H 4.748773 0.098851 9.465605  0.135
44 H 4.846584 1.908684 9.328145  0.139
45 H 1.856690 2.058775 7.171985  0.112
46 H 3.216587 2.956034 8.092467  0.114
47 H 1.768287 2.201582 8.944234  0.097
48 H 1.431685 0.003733 8.465062  0.139
49 H 2.947216 -0.852696 8.977772  0.122
50 H 1.972449 -0.775551 6.166781  0.115
51 H 2.559948 -2.180147 6.995539  0.125
52 H 4.205455 -0.922266 5.459901  0.132
53 H 4.796962 -1.448042 6.955265  0.129
54 H 4.066572 1.469344 6.217158  0.138
55 H 5.318304 0.858632 7.197357  0.133
56 C -4.124437 9.778151 -10.300156  -0.086
57 C -3.792035 9.599045 -8.835359  -0.230
58 C -3.004101 8.279721 -8.573042  -0.100
59 N -2.509669 8.201049 -7.118849  -0.227
60 C -3.660564 8.260350 -6.055061  0.055
61 C -1.622166 6.977132 -6.939511  -0.074
62 C -0.356035 7.468833 -6.232742  -0.163
63 C -0.564880 8.860324 -5.883021  -0.204
64 C -1.527964 9.392401 -6.865918  -0.090
65 H -4.302074 10.822708 -10.555987  0.091
66 H -5.002090 9.176176 -10.535651  0.083
67 H -3.401671 9.343888 -10.990897  0.083
68 H -4.683873 9.670251 -8.212730  0.106
69 H -3.123616 10.409509 -8.544754  0.099
70 H -2.091232 8.217618 -9.165414  0.136
71 H -3.685965 7.444446 -8.732634  0.141
72 H -3.355390 8.463542 -5.028573  0.107
73 H -4.199624 7.320754 -6.176173  0.106
74 H -4.312432 9.107851 -6.266997  0.088
75 H -2.148531 6.281706 -6.285744  0.131
76 H -1.446061 6.535273 -7.920255  0.134
77 H -0.069528 6.992901 -5.294927  0.132
78 H 0.466313 7.206595 -6.898391  0.130
79 H -0.954773 9.007713 -4.875864  0.124
80 H 0.400847 9.360507 -5.810308  0.143
81 H -2.126313 10.279230 -6.657053  0.138
82 H -0.951866 9.517216 -7.782778  0.146
83 C 9.899824 -6.499776 -2.220473  -0.080
84 C 8.383683 -6.333753 -2.354976  -0.245
85 C 7.598547 -7.550961 -1.936009  -0.132
86 N 6.043083 -7.552806 -1.920789  -0.243
87 C 5.581176 -7.400571 -3.370172  0.026
88 C 5.378043 -6.410219 -1.068441  -0.039
89 C 3.966934 -6.982743 -0.787045  -0.171
90 C 4.029279 -8.466939 -0.948928  -0.147
91 C 5.469538 -8.878387 -1.408457  -0.063
92 H 10.194972 -6.653602 -1.182532  0.082
93 H 10.337969 -5.568861 -2.580343  0.081
94 H 10.358928 -7.332579 -2.753160  0.087
95 H 8.117061 -6.032023 -3.367874  0.111
96 H 8.072904 -5.550807 -1.663220  0.108
97 H 7.921931 -7.753149 -0.914911  0.133
98 H 7.879684 -8.411728 -2.542749  0.141
99 H 6.017766 -8.118607 -4.064368  0.121
100 H 5.830358 -6.381201 -3.664931  0.102
101 H 4.492230 -7.410361 -3.416977  0.110
102 H 5.488662 -5.416114 -1.501603  0.136
103 H 5.962531 -6.561021 -0.160849  0.131
104 H 3.143847 -6.636864 -1.412334  0.123
105 H 3.723117 -6.691671 0.234683  0.117
106 H 3.403991 -8.768683 -1.789196  0.118
107 H 3.678892 -8.849275 0.009797  0.126
108 H 5.413030 -9.588498 -2.233471  0.135
109 H 6.051033 -9.288272 -0.582650  0.134
110 C -14.519290 6.059170 -1.641820  -0.083
111 C -13.106976 6.374337 -1.208301  -0.231
112 C -12.624167 5.235092 -0.328996  -0.157
113 N -11.229246 5.402615 0.253355  -0.246
114 C -11.141872 6.603963 1.261150  0.080
115 C -10.188426 5.303600 -0.886252  -0.066
116 C -8.923429 4.611601 -0.241288  -0.131
117 C -9.472189 3.950568 1.063242  -0.126
118 C -11.022277 4.107226 1.036739  -0.098
119 H -14.478198 5.193616 -2.303055  0.085
120 H -14.980432 6.881973 -2.188098  0.092
121 H -15.172920 5.739631 -0.830179  0.087
122 H -13.000854 7.360818 -0.756963  0.113
123 H -12.460986 6.396036 -2.085979  0.112
124 H -12.592805 4.283148 -0.859025  0.134
125 H -13.247594 5.094775 0.554036  0.140
126 H -11.899817 6.524489 2.040452  0.117
127 H -11.266387 7.450570 0.585974  0.096
128 H -10.148627 6.729828 1.692101  0.109
129 H -9.860116 6.273007 -1.261193  0.133
130 H -10.558752 4.667616 -1.690296  0.133
131 H -8.088966 5.287171 -0.053144  0.109
132 H -8.544797 3.954037 -1.023796  0.107
133 H -8.928475 4.238892 1.962872  0.116
134 H -9.303880 2.895952 0.845138  0.106
135 H -11.546621 4.217128 1.986000  0.136
136 H -11.474503 3.250663 0.536855  0.132
137 C 8.966258 1.006233 -3.506541  -0.097
138 C 10.307101 1.420335 -2.915756  -0.236
139 C 11.203561 2.261814 -3.913803  -0.048
140 N 12.631170 2.437346 -3.225211  -0.258
141 C 12.518558 3.100267 -1.822926  0.070
142 C 13.495400 1.128633 -3.184903  -0.079
143 C 14.950091 1.566923 -3.295842  -0.135
144 C 14.888554 3.026930 -3.770461  -0.154
145 C 13.450165 3.265830 -4.171553  -0.132
146 H 8.448968 0.535965 -2.670264  0.080
147 H 9.047146 0.186002 -4.219821  0.077
148 H 8.469278 1.841772 -3.999493  0.087
149 H 10.853100 0.572676 -2.501700  0.107
150 H 10.026887 2.052482 -2.073154  0.100
151 H 10.923401 3.315048 -3.931517  0.129
152 H 11.328327 1.760162 -4.873426  0.133
153 H 12.082366 2.393674 -1.116831  0.106
154 H 11.984294 4.011946 -2.090286  0.111
155 H 13.546026 3.421668 -1.652258  0.103
156 H 13.284319 0.692168 -2.208657  0.122
157 H 13.231522 0.478943 -4.019387  0.137
158 H 15.386581 1.474383 -2.301346  0.122
159 H 15.511430 1.010161 -4.046184  0.127
160 H 15.269816 3.704033 -3.006076  0.118
161 H 15.578954 3.150908 -4.604774  0.129
162 H 13.273798 4.335346 -4.057010  0.143
163 H 13.202926 2.938297 -5.181354  0.142
164 N -6.867547 -7.279217 -3.183047  -0.313
165 S -8.237336 -8.209455 -3.117015  0.562
166 O -8.175912 -9.517802 -2.480938  -0.283
167 O -9.212499 -8.165382 -4.191230  -0.284
168 F -9.007994 -7.342231 -1.989643  -0.238
169 S -5.910272 -8.320972 -3.621425  0.413
170 O -6.109626 -8.768859 -4.992327  -0.290
171 O -5.333612 -9.289936 -2.671528  -0.316
172 F -4.686606 -7.290839 -3.760443  -0.241
173 N -1.268521 -0.632865 -2.767687  -0.304
174 S -0.077737 -0.793791 -3.887331  0.583
175 O 0.935986 -1.805144 -3.685794  -0.285
176 O 0.304329 0.419031 -4.616943  -0.302
177 F -1.058302 -1.449756 -5.035228  -0.240
178 S -0.695550 0.419447 -1.877463  0.392
179 O -1.208435 1.780767 -2.115519  -0.327
180 O 0.632975 0.242218 -1.382883  -0.295
181 F -1.427547 0.055423 -0.529440  -0.214

Atoms 1-6, force components in eV/Å:
K 0.172 -0.353 -0.162
C -1.058 -0.635 0.906
C -1.384 -1.745 -0.836
C -0.175 2.923 -1.165
N -0.452 0.276 -0.646
C -0.870 0.049 1.894

## Properties
charge	+5
calculated total energy	-150315.1879	eV
highest occupied orbital energy	-13.214	eV
relative energy (zero: lowest compared OMol25 entry of this formula, charge and spin)	0.0	kcal per mole